{
  "formula": "C9H9BrO5",
  "method": "ωB97M-V with the def2-TZVPD basis set",
  "species": ["C", "C", "O", "O", "C", "C", "C", "C", "C", "Br", "C", "O", "O", "C", "O", "H", "H", "H", "H", "H", "H", "H", "H", "H"],
  "positions_angstrom": [[-0.533, 2.199, -1.739], [-1.490, 2.635, -0.673], [-2.251, 3.559, -0.848], [-1.419, 2.021, 0.543], [-1.632, 0.605, 0.507], [-0.703, -0.043, 1.511], [-0.419, -1.522, 1.145], [0.894, -1.606, 0.493], [1.210, -1.792, -0.774], [0.081, -2.044, -2.218], [2.708, -1.730, -0.874], [3.358, -1.678, -1.877], [3.200, -1.691, 0.387], [2.139, -1.427, 1.258], [2.292, -1.082, 2.397], [-1.035, 2.170, -2.686], [0.254, 2.929, -1.820], [-0.068, 1.249, -1.515], [-1.460, 0.215, -0.484], [-2.652, 0.435, 0.821], [0.217, 0.517, 1.461], [-1.064, 0.064, 2.520], [-0.454, -2.146, 2.021], [-1.175, -1.836, 0.445]],
  "forces_ev_per_a": [[0.1, -0.4, 0.4], [-1.0, 1.4, -0.2], [0.7, -0.8, 0.3], [-0.2, 0.0, -0.4], [0.2, 0.3, 0.9], [0.4, -0.2, -0.3], [-0.3, 0.9, 0.2], [-0.7, -0.3, 0.3], [0.6, 0.0, -0.1], [0.1, 0.0, -0.1], [-0.3, -0.1, -1.9], [-0.1, -0.2, 0.9], [0.5, 0.5, 0.7], [0.6, 0.3, 0.9], [-0.1, -0.6, -1.3], [-0.3, -0.1, -0.5], [0.3, 0.4, 0.1], [0.1, -0.2, -0.1], [0.0, -0.2, -0.4], [-0.5, -0.1, -0.3], [0.4, 0.2, 0.1], [-0.3, 0.0, 0.3], [0.0, -0.3, 0.3], [-0.4, -0.5, -0.2]],
  "nbo_charge": [-0.74, 0.80, -0.54, -0.53, -0.07, -0.40, -0.44, -0.10, -0.18, 0.16, 0.74, -0.49, -0.48, 0.76, -0.49, 0.25, 0.25, 0.21, 0.18, 0.19, 0.22, 0.23, 0.25, 0.23],
  "lumo_energy_ev": -1.25,
  "fmax_ev_per_a": 1.88,
  "relative_energy_kcal_mol": 6.4,
  "total_energy_ha": -3298.56758,
  "smiles": "CC(=O)OCCCC1=C(Br)C(=O)OC1=O",
  "charge": 0,
  "homo_energy_ev": -10.50,
  "spin_multiplicity": 1
}